(1)
{"formula": "C4H10CsI2N2O4SSe", "method": "ωB97M-V/def2-TZVPD", "max_force_ev_per_a": 1.79, "e_lumo_ev": 1.89, "gap_ev": 7.61, "total_charge": -1, "mol_weight_g_mol": 647.87, "homo_energy_ev": -5.72, "symbols": ["Cs", "I", "C", "I", "H", "H", "C", "N", "C", "S", "N", "C", "H", "H", "H", "H", "H", "H", "H", "H", "O", "Se", "O", "O", "O"], "xyz": [[-0.930, 0.587, 2.666], [-2.489, 1.842, -2.758], [-1.997, -0.203, -2.479], [-0.627, -0.934, -3.931], [-2.903, -0.795, -2.515], [-1.542, -0.313, -1.503], [2.223, -1.578, 1.774], [1.593, -0.743, 0.781], [1.871, 0.566, 0.602], [3.048, 1.439, 1.451], [1.065, 1.136, -0.320], [1.132, 2.505, -0.779], [2.438, -2.555, 1.344], [1.569, -1.723, 2.640], [3.142, -1.113, 2.126], [0.682, -1.089, 0.426], [0.423, 0.522, -0.802], [1.646, 3.107, -0.036], [0.120, 2.878, -0.933], [1.681, 2.584, -1.721], [-3.540, -2.011, -0.186], [-2.494, -1.259, 0.789], [-2.635, -1.618, 2.370], [-2.550, 0.396, 0.666], [-0.925, -1.628, 0.331]], "mulliken_charge": [1.0427, 0.0455, 0.1427, 0.0288, 0.4448, -0.6384, -0.9015, 0.0707, 0.1663, -0.4736, 0.1509, -0.9683, 0.2831, 0.2624, 0.3247, 0.0758, -0.0220, 0.3612, 0.2583, 0.2851, -0.6759, 1.1323, -0.8074, -0.8457, -0.7425]}


(2)
{"formula": "C19H23NOS", "method": "ωB97M-V/def2-TZVPD", "max_force_ev_per_a": 0.54, "e_lumo_ev": 0.86, "gap_ev": 8.89, "smiles": "c1ccc(SCCOCCN2CCc3ccccc3C2)cc1", "mol_weight_g_mol": 313.47, "homo_energy_ev": -8.03, "symbols": ["C", "C", "C", "C", "S", "C", "C", "O", "C", "C", "N", "C", "C", "C", "C", "C", "C", "C", "C", "C", "C", "C", "H", "H", "H", "H", "H", "H", "H", "H", "H", "H", "H", "H", "H", "H", "H", "H", "H", "H", "H", "H", "H", "H", "H"], "xyz": [[0.202, 3.121, -0.105], [0.104, 1.742, -0.173], [1.241, 0.954, -0.218], [2.487, 1.562, -0.167], [4.000, 0.632, -0.194], [3.622, -0.824, 0.849], [3.306, -2.095, 0.053], [1.952, -2.268, -0.274], [1.142, -2.755, 0.772], [-0.209, -3.162, 0.181], [-1.026, -2.018, -0.164], [-1.918, -2.248, -1.284], [-2.400, -0.899, -1.806], [-3.010, -0.089, -0.702], [-3.874, 0.963, -0.981], [-4.413, 1.728, 0.036], [-4.090, 1.444, 1.353], [-3.232, 0.400, 1.640], [-2.684, -0.371, 0.621], [-1.766, -1.510, 0.972], [2.592, 2.947, -0.111], [1.449, 3.723, -0.087], [-0.694, 3.723, -0.072], [-0.866, 1.271, -0.198], [1.148, -0.117, -0.309], [2.804, -0.549, 1.511], [4.526, -0.978, 1.438], [3.836, -2.062, -0.903], [3.664, -2.967, 0.622], [1.618, -3.638, 1.228], [1.008, -1.999, 1.557], [0.002, -3.727, -0.729], [-0.719, -3.833, 0.896], [-1.369, -2.768, -2.072], [-2.785, -2.870, -0.997], [-3.119, -1.041, -2.616], [-1.540, -0.355, -2.209], [-4.122, 1.181, -2.011], [-5.082, 2.543, -0.196], [-4.506, 2.037, 2.154], [-2.977, 0.177, 2.666], [-1.055, -1.173, 1.732], [-2.381, -2.314, 1.434], [3.571, 3.401, -0.086], [1.534, 4.799, -0.042]], "mulliken_charge": [-0.7615, -0.0117, -0.6205, 0.1228, -0.2225, -0.7034, -0.5519, -0.3346, -0.3611, -1.2486, 0.7406, -1.0889, -0.9074, 0.9443, -0.5994, -0.6642, -0.6778, -0.7546, 0.6940, -1.4864, -0.5008, -0.4891, 0.4160, 0.3752, 0.7085, 0.3398, 0.4694, 0.4002, 0.3483, 0.5705, 0.1784, 0.4386, 0.3560, 0.5391, 0.3561, 0.4548, 0.3075, 0.4486, 0.3999, 0.4151, 0.4462, 0.3595, 0.3846, 0.4043, 0.3660]}